Molecular formula: C5H13NS2
Method: DFT, ωB97M-V/def2-TZVPD

As for the total energy: -1049.2310 a.u. The calculation puts the HOMO-LUMO gap at 3.8 eV.

Each line ends with the Löwdin charge.
Atoms and positions in Å:
S 1.16 1.76 1.68  0.424
S -1.48 0.79 -1.96  0.814
C -1.80 0.95 -0.24  -0.638
C -2.00 -0.37 0.46  -0.280
C -0.70 -1.10 0.64  -0.249
N 0.10 -1.31 -0.60  -0.060
C 1.15 -0.23 -0.94  -0.323
C 2.43 -0.51 -0.06  -0.156
H 1.09 2.95 1.09  -0.293
H -1.02 1.59 0.26  0.036
H -2.68 1.56 -0.28  0.081
H -2.52 -0.19 1.42  0.130
H -2.64 -0.97 -0.21  0.113
H -0.88 -2.04 1.15  0.113
H -0.06 -0.44 1.28  0.051
H -0.52 -1.29 -1.38  0.009
H 1.26 -0.24 -2.03  0.093
H 0.81 0.81 -0.71  0.006
H 3.23 0.18 -0.33  0.062
H 2.82 -1.56 -0.25  0.084
H 2.25 -0.35 1.02  -0.018

=====

Molecular formula: C5H13NS2
Method: DFT, ωB97M-V/def2-TZVPD

As for the total energy: -1049.3868 a.u. As for the SMILES: CCNCCCSS. The calculation puts the HOMO-LUMO gap at 9.0 eV.

Each line ends with the Löwdin charge.
Atoms and positions in Å:
C -0.76 2.80 2.65  -0.085
C -0.77 2.55 1.12  -0.275
N 0.56 2.74 0.55  -0.098
C 1.00 1.93 -0.56  -0.232
C 0.85 0.41 -0.28  -0.285
C 0.38 -0.42 -1.45  -0.547
S -0.79 -1.71 -0.93  0.412
S 0.28 -3.30 -0.15  0.276
H 0.13 3.31 3.02  0.064
H -0.79 1.84 3.16  0.062
H -1.68 3.35 2.84  0.061
H -1.45 3.28 0.68  0.100
H -1.17 1.56 0.94  0.095
H 0.78 3.72 0.48  0.109
H 0.30 2.05 -1.40  0.101
H 2.01 2.16 -0.87  0.114
H 0.28 0.33 0.65  0.078
H 1.73 0.01 0.24  0.116
H 1.18 -0.88 -2.01  0.075
H -0.31 0.15 -2.08  0.061
H -0.07 -4.45 -0.77  -0.202

=====

Molecular formula: C5H13NS2
Method: DFT, ωB97M-V/def2-TZVPD

As for the total energy: -1049.3988 a.u. As for the SMILES: C=NCC.CCSS. The calculation puts the HOMO-LUMO gap at 9.6 eV.

Each line ends with the Löwdin charge.
Atoms and positions in Å:
C -2.17 0.48 -0.20  -0.075
N -1.48 0.70 0.83  -0.041
C -1.61 -0.25 1.93  -0.294
C -0.23 -0.85 2.20  -0.096
H -2.96 -0.27 -0.25  0.075
H -2.02 1.09 -1.09  0.067
H -1.94 0.34 2.79  0.108
H -2.34 -1.03 1.67  0.097
H -0.28 -1.50 3.08  0.068
H 0.09 -1.44 1.34  0.063
H 0.48 -0.05 2.37  0.071
C 1.36 -1.12 -2.09  -0.183
C 1.36 0.09 -1.19  -0.637
S 2.15 1.53 -2.01  0.399
S 2.28 2.79 -0.38  0.293
H 2.32 -1.61 -2.29  0.070
H 0.96 -0.85 -3.07  0.067
H 0.66 -1.89 -1.74  0.069
H 1.89 -0.01 -0.25  0.046
H 0.31 0.34 -1.02  0.022
H 1.15 3.50 -0.61  -0.189

=====

Molecular formula: C5H13NSi
Method: DFT, ωB97M-V/def2-TZVPD

As for the total energy: -542.4138 a.u. As for the SMILES: C=[Si](C)C.C1CN1. The calculation puts the HOMO-LUMO gap at 8.5 eV.

Each line ends with the Löwdin charge.
Atoms and positions in Å:
C -1.92 -0.90 -2.15  -0.222
Si -1.75 0.00 -0.65  0.614
C -1.37 -1.06 0.79  -0.249
C -1.82 1.76 -0.04  -0.179
H -1.62 -1.92 -2.27  -0.057
H -2.45 -0.43 -3.00  -0.037
H -0.71 -0.55 1.59  0.048
H -2.33 -1.24 1.27  0.025
H -0.82 -1.94 0.42  0.028
H -2.18 1.77 1.00  0.051
H -0.81 1.82 -0.04  -0.047
H -2.15 2.53 -0.72  0.030
C 2.08 0.66 0.62  -0.194
C 3.14 -0.28 0.70  -0.289
N 2.45 -0.25 -0.52  -0.015
H 1.23 0.53 1.21  0.041
H 2.25 1.77 0.30  0.133
H 4.22 -0.11 0.79  0.103
H 2.87 -1.18 1.38  0.130
H 1.72 -0.97 -0.67  0.086

=====

What are the relative energy (zero: lowest compared OMol25 entry of this formula, charge and spin) values for these records? In order: 5.599 1.360 1.035 4.228 eV.